Entry from the Open Molecules 2025 dataset: a structure of composition CH5N7 in a non-equilibrium geometry (ωB97M-V/def2-TZVPD).

```
13
CH5N7 | the Open Molecules 2025 dataset | ωB97M-V/def2-TZVPD
C -0.284 0.201 -0.165
H -2.500 -0.247 1.297
H -1.101 -1.555 2.211
H 1.684 1.108 -2.215
H 0.978 -0.772 -1.908
H -1.199 0.015 -1.719
N -1.390 -0.329 1.952
N -0.398 0.079 1.134
N 0.864 0.332 1.654
N 1.743 0.724 0.716
N 1.020 0.718 -0.469
N 1.829 0.168 -1.703
N -1.245 -0.440 -0.784
```

Calculated values
- Charge: 0
- HOMO energy: -8.7 eV
- LUMO: 0.30 eV
- Kohn-Sham gap: 9.030 eV